(1)
C53H35F5N6O5PSW | ωB97M-V with the def2-TZVPD basis set

Computed properties:
E_HOMO (alpha / beta) (Eh): -0.3401 / -0.3631
<S²>: 2.0233
Charge: +1
Spin multiplicity: 3

Positions of all 107 atoms, in Å:
W  -0.819  -0.039  -1.198
O  -2.834  3.314  -0.416
C  -1.800  2.952  -0.918
O  -1.618  1.780  -1.484
C  -0.584  3.850  -0.984
C  -0.777  5.177  -0.608
C  0.238  6.110  -0.732
C  1.459  5.725  -1.264
C  1.666  4.406  -1.633
C  0.668  3.444  -1.469
P  1.041  1.742  -2.028
C  1.051  2.004  -3.833
C  -0.131  2.495  -4.391
C  -0.212  2.746  -5.749
C  0.884  2.507  -6.568
C  2.064  2.036  -6.016
C  2.152  1.787  -4.653
C  2.756  1.333  -1.579
C  3.240  0.136  -2.115
C  4.488  -0.350  -1.760
C  5.266  0.346  -0.844
C  4.788  1.525  -0.292
C  3.541  2.014  -0.653
H  -1.756  5.458  -0.243
H  0.068  7.138  -0.444
H  2.249  6.450  -1.404
H  2.614  4.125  -2.075
H  -0.993  2.682  -3.762
H  -1.134  3.128  -6.169
H  0.819  2.695  -7.631
H  2.928  1.865  -6.644
H  3.092  1.444  -4.242
H  2.641  -0.414  -2.835
H  4.856  -1.266  -2.205
H  6.244  -0.026  -0.568
H  5.389  2.071  0.423
H  3.178  2.923  -0.194
N  2.540  -1.453  1.255
C  2.478  -0.926  2.566
C  3.136  -1.551  3.609
C  3.043  -1.015  4.886
C  2.272  0.111  5.120
C  1.589  0.718  4.075
C  1.716  0.210  2.792
S  1.043  1.050  1.400
N  0.696  -0.302  0.373
C  1.569  -1.262  0.339
C  1.471  -2.180  -0.817
C  2.321  -3.247  -1.042
C  2.162  -3.987  -2.204
C  1.148  -3.646  -3.078
C  0.327  -2.572  -2.777
N  0.499  -1.835  -1.677
H  3.152  -2.240  1.125
H  3.717  -2.448  3.431
H  3.563  -1.497  5.702
H  2.196  0.519  6.118
H  0.978  1.594  4.249
H  3.102  -3.513  -0.345
H  2.818  -4.820  -2.414
H  0.978  -4.200  -3.990
H  -0.489  -2.282  -3.421
C  1.175  -1.961  7.710
O  0.854  -2.502  6.441
C  -0.437  -2.417  6.031
C  -1.446  -1.778  6.742
C  -2.741  -1.808  6.246
C  -3.040  -2.412  5.033
C  -2.019  -3.050  4.324
C  -0.734  -3.051  4.823
N  -4.444  -2.447  4.739
N  -4.928  -2.481  3.600
C  -4.127  -2.251  2.434
C  -4.201  -3.175  1.422
C  -3.492  -3.022  0.219
C  -2.734  -1.890  0.030
O  -2.036  -1.618  -1.068
C  -2.707  -0.899  1.035
N  -1.982  0.221  0.711
C  -2.020  1.238  1.550
C  -2.741  1.202  2.752
C  -3.424  0.075  3.105
C  -3.417  -1.041  2.235
H  2.228  -2.178  7.873
H  0.585  -2.431  8.500
H  1.017  -0.879  7.733
H  -1.250  -1.291  7.686
H  -3.551  -1.365  6.811
H  -2.225  -3.577  3.404
H  0.064  -3.566  4.304
H  -4.819  -4.050  1.574
H  -3.561  -3.764  -0.564
H  -1.492  2.137  1.282
H  -2.749  2.084  3.376
H  -3.995  0.046  4.022
F  -4.645  0.126  -7.243
C  -3.776  0.039  -6.239
C  -4.196  0.216  -4.932
F  -5.479  0.463  -4.674
C  -3.292  0.128  -3.882
F  -3.727  0.280  -2.611
C  -1.944  -0.127  -4.118
O  -1.050  -0.182  -3.143
C  -1.546  -0.327  -5.442
F  -0.256  -0.596  -5.693
C  -2.438  -0.240  -6.492
F  -2.015  -0.415  -7.743



(2)
C53H37Cl2F8N2O6PS2V | ωB97M-V with the def2-TZVPD basis set

Computed properties:
E_HOMO (alpha / beta) (Eh): -0.0200 / -0.1086
<S²>: 3.7598
Charge: -2
Spin multiplicity: 4

Positions of all 112 atoms, in Å:
V  -0.099  0.894  -0.429
Cl  -0.239  -0.794  2.175
C  -1.581  -0.857  3.317
Cl  -3.156  -1.164  2.542
H  -1.654  0.120  3.777
H  -1.409  -1.663  4.021
O  3.171  1.318  1.636
S  2.874  0.675  0.366
O  2.985  2.604  -1.811
O  1.707  -0.269  0.330
C  4.205  -0.607  0.326
C  5.406  -0.284  0.945
C  6.417  -1.219  1.058
C  6.228  -2.492  0.531
C  5.033  -2.812  -0.090
C  3.996  -1.878  -0.203
P  2.324  -2.386  -0.867
C  1.727  -3.324  0.605
C  0.751  -4.310  0.436
C  0.206  -4.977  1.524
C  0.616  -4.660  2.811
C  1.564  -3.663  2.995
C  2.110  -2.999  1.907
C  2.901  -3.755  -1.991
C  2.884  -5.133  -1.796
C  3.273  -5.999  -2.811
C  3.695  -5.505  -4.036
C  3.723  -4.131  -4.244
C  3.324  -3.271  -3.234
H  5.510  0.711  1.357
H  7.345  -0.962  1.556
H  7.010  -3.239  0.609
H  4.897  -3.809  -0.481
H  0.409  -4.556  -0.564
H  -0.544  -5.743  1.367
H  0.194  -5.180  3.663
H  1.881  -3.392  3.995
H  2.828  -2.208  2.076
H  2.572  -5.542  -0.843
H  3.251  -7.069  -2.641
H  3.989  -6.185  -4.827
H  4.044  -3.732  -5.199
H  3.323  -2.198  -3.399
F  0.060  3.886  -1.433
C  0.022  3.068  -2.502
C  -0.034  1.683  -2.323
C  -0.043  1.008  -3.533
F  -0.038  -0.355  -3.564
C  -0.063  1.593  -4.788
F  -0.111  0.837  -5.916
C  -0.043  2.964  -4.890
F  -0.079  3.571  -6.099
C  0.013  3.706  -3.727
F  0.061  5.057  -3.828
O  -1.731  1.840  2.198
C  -2.214  2.261  1.159
N  -3.241  3.205  1.165
C  -3.404  3.748  -0.161
C  -2.724  2.589  -0.968
O  -2.937  2.425  -2.152
N  -1.939  1.856  -0.130
C  -2.557  4.991  -0.425
C  -2.575  5.570  -1.693
C  -1.827  6.703  -1.960
C  -1.037  7.269  -0.969
C  -0.972  6.667  0.277
C  -1.725  5.532  0.546
C  -4.883  3.929  -0.456
C  -5.699  2.799  -0.440
C  -7.067  2.905  -0.620
C  -7.654  4.148  -0.824
C  -6.853  5.278  -0.841
C  -5.479  5.170  -0.659
H  -3.329  3.798  1.974
H  -3.159  5.101  -2.475
H  -1.831  7.131  -2.955
H  -0.450  8.155  -1.177
H  -0.317  7.066  1.041
H  -1.618  5.050  1.509
H  -5.243  1.829  -0.276
H  -7.682  2.013  -0.599
H  -8.725  4.234  -0.962
H  -7.297  6.256  -0.993
H  -4.873  6.064  -0.661
F  2.818  0.386  -2.234
C  3.312  1.496  -1.536
F  1.058  2.174  0.297
F  4.703  1.200  -1.487
O  -1.036  -0.906  -1.003
S  -1.751  -2.067  -0.417
C  -1.201  -3.545  -1.311
C  -1.758  -4.776  -0.981
C  -1.389  -5.902  -1.695
C  -0.447  -5.804  -2.714
C  0.127  -4.577  -3.010
C  -0.255  -3.438  -2.312
C  -3.370  -2.024  -1.208
C  -4.450  -2.628  -0.584
C  -5.670  -2.679  -1.242
C  -5.802  -2.117  -2.505
C  -4.718  -1.480  -3.101
C  -3.495  -1.429  -2.454
H  -2.475  -4.846  -0.171
H  -1.829  -6.862  -1.451
H  -0.150  -6.688  -3.264
H  0.883  -4.498  -3.780
H  0.186  -2.475  -2.511
H  -4.331  -3.042  0.411
H  -6.519  -3.155  -0.765
H  -6.754  -2.161  -3.020
H  -4.830  -1.024  -4.076
H  -2.639  -0.925  -2.891



no.,total energy (eV)
1,-110239.9265
2,-174261.0319